# C4H4N2O

An isolated molecule of C4H4N2O (ωB97M-V/def2-TZVPD, the OMol25 dataset).

Calculated values
Molecular weight in g/mol: 96.09
Kohn-Sham gap (alpha / beta) in hartree: 0.276 / 0.281
LUMO energy (alpha / beta) in eV: -1.979 / -1.738
Multiplicity: 1
Energy relative to the best compared isomer or geometry (same formula, charge and spin) in kcal per mole: 83.9
HOMO (alpha / beta) in eV: -9.5 / -9.4
Calculated total energy in hartree: -339.4480

Geometry as XYZ:
```
11
Properties=species:S:1:pos:R:3:mulliken_charge:R:1
O -0.77810 0.87331 -2.32220 -0.58
C -0.41612 0.48940 -1.22462 0.48
C -0.60288 -0.84999 -0.68971 -0.23
C -0.04581 -1.24804 0.50607 -0.09
N 0.67819 -0.44153 1.29365 -0.49
C 0.79300 0.82607 0.82853 -0.23
N 0.31021 1.35075 -0.37075 -0.42
H -1.17368 -1.55193 -1.29029 0.37
H -0.17938 -2.26778 0.86345 0.39
H -0.17983 1.39870 1.12990 0.38
H 1.59440 1.42103 1.27596 0.43
```

# C4H4N2O

An isolated molecule of C4H4N2O at a distorted geometry (ωB97M-V/def2-TZVPD, the OMol25 dataset).

Calculated values
Molecular weight in g/mol: 96.09
Kohn-Sham gap in hartree: 0.356
LUMO energy in eV: 0.442
Multiplicity: 1
Energy relative to the best compared isomer or geometry (same formula, charge and spin) in kcal per mole: 22.7
HOMO in eV: -9.3
Calculated total energy in hartree: -339.5455

Geometry as XYZ:
```
11
Properties=species:S:1:pos:R:3:mulliken_charge:R:1
O 2.44546 -1.37395 -0.07877 -0.54
C 1.37640 -0.81471 -0.02927 0.37
C 1.12822 0.61267 -0.02018 -0.46
C -0.12525 1.12283 -0.00522 -0.09
N -1.27136 0.38063 -0.00927 -0.17
C -1.12218 -1.11804 0.04017 0.08
N 0.03678 -1.67041 0.04353 -0.45
H 1.96253 1.30787 -0.02499 0.34
H -0.21667 2.21141 0.01415 0.32
H -2.10255 0.99164 0.00380 0.25
H -2.11138 -1.64994 0.06606 0.34
```

# C4H4N2O

An isolated molecule of C4H4N2O at a distorted geometry (ωB97M-V/def2-TZVPD, the OMol25 dataset).

Calculated values
Molecular weight in g/mol: 96.09
Kohn-Sham gap in hartree: 0.334
LUMO energy in eV: -0.273
Multiplicity: 1
Energy relative to the best compared isomer or geometry (same formula, charge and spin) in kcal per mole: 160.0
HOMO in eV: -9.4
Calculated total energy in hartree: -339.3266

Geometry as XYZ:
```
11
Properties=species:S:1:pos:R:3:mulliken_charge:R:1
C -0.27640 1.40517 -0.08803 -0.14
N -1.46995 0.74837 0.03164 -0.32
N -1.60891 -0.66580 0.23185 -0.29
C -0.48810 -1.33609 0.07551 -0.22
C 0.73586 -0.59038 -0.39404 -0.05
O 2.02345 -0.17196 0.07523 -0.36
C 0.84204 0.68217 0.51669 -0.08
H -0.41749 2.33503 -0.81790 0.33
H -0.57487 -2.43656 0.12254 0.42
H 0.45257 -0.34469 -1.35710 0.39
H 0.78179 0.37475 1.60363 0.32
```